Density functional theory data (wB97M-V/def2-TZVPD) for a 3-piece molecular cluster, CH8NO2 overall.

```
12
Properties=species:S:1:pos:R:3:forces:R:3
C -0.056131 1.085546 -1.568853 -1.150 0.918 1.429
N 0.206258 0.281552 -0.633878 -0.809 -2.965 0.418
H -1.015121 1.086680 -2.009926 -0.465 -1.328 -2.242
H 0.383323 2.046118 -1.572823 0.792 0.943 0.282
H 0.422145 0.633676 0.295173 1.938 0.636 0.711
H -0.103775 -0.749803 -0.538934 -0.207 1.452 -0.616
H 0.873749 1.849002 2.422078 -1.591 -0.974 -1.161
H -0.668062 1.435025 2.173221 0.172 0.198 0.343
O 0.219534 1.389097 1.802971 1.376 0.780 0.876
H -0.593980 -3.029192 0.473161 -1.389 -1.205 1.664
H 0.388263 -3.382710 -0.673705 -0.801 1.189 0.914
O -0.056203 -2.644992 -0.168484 2.136 0.356 -2.619
```
Forces are in eV/Å.

Calculated values
- HOMO (eV) = -15.99
- E_tot (a.u.) = -247.8339
- HOMO-LUMO gap (eV) = 10.57
- relative energy (zero: lowest compared OMol25 entry of this formula, charge and spin) (kcal/mol) = 32.85
- spin multiplicity = 1
- net charge = +1

Charge distribution, natural (NBO) scheme, values in e: C 0.16; N -0.61; H 0.22; H 0.21; H 0.47; H 0.47; H 0.53; H 0.51; O -0.98; H 0.49; H 0.51; O -0.97

***

Density functional theory data (wB97M-V/def2-TZVPD) for a 8-piece molecular cluster, C24H60N4O4S4 overall.

```
96
Properties=species:S:1:pos:R:3:forces:R:3
C -3.660755 -0.642467 0.656348 0.275 -0.078 -0.882
C -3.868615 -1.928207 -0.184972 -0.712 -0.358 0.415
N -3.353585 -1.920087 -1.539892 0.248 1.889 -2.221
C -3.110685 -3.177107 -2.228912 0.575 -2.322 2.776
C -1.753585 -3.848087 -1.752802 0.310 0.935 -0.853
C -4.131085 -1.013207 -2.441782 0.822 -0.385 0.054
C -3.269305 -0.645707 -3.654262 0.509 0.651 0.412
H -2.715085 -0.661327 1.198068 -0.074 -0.074 0.089
H -4.493885 -0.462867 1.335848 0.107 -0.264 0.115
H -3.626725 0.232473 0.007168 0.011 0.076 -0.038
H -3.480765 -2.765207 0.395648 0.300 -0.153 -0.276
H -4.939535 -2.119217 -0.253872 -0.489 -0.084 0.195
H -3.875925 -3.871527 -1.882082 -0.481 -0.356 -0.003
H -3.217415 -3.248517 -3.311322 0.268 0.978 0.147
H -1.769405 -4.886567 -1.422032 -0.478 -0.033 -0.319
H -1.027805 -3.749737 -2.560062 0.062 -0.377 -0.252
H -1.220245 -3.311997 -0.967782 -0.619 0.345 0.304
H -4.403335 -0.158277 -1.822862 0.008 0.226 -0.400
H -5.046825 -1.422957 -2.867962 -0.493 -0.523 0.527
H -2.286465 -0.440377 -3.230052 0.296 0.058 -0.377
H -3.590355 0.245603 -4.193322 -0.273 0.122 0.207
H -3.167585 -1.404527 -4.430122 -0.124 -0.269 0.323
C 1.128135 2.432923 1.579178 -0.844 -0.842 0.972
C 2.196485 3.424643 1.876608 0.042 2.818 -0.500
N 1.715875 4.772513 2.402658 -1.157 -0.954 0.067
C 2.721165 5.834213 2.316018 -0.299 -0.221 -1.313
C 3.976475 5.612903 3.094668 0.792 1.317 1.267
C 1.133145 4.603473 3.754378 -0.375 1.810 0.368
C 0.504245 5.913493 4.466018 1.021 -0.646 -0.712
H 0.290165 2.957883 1.120558 0.012 -0.209 -0.230
H 0.775755 1.879003 2.449288 -0.235 0.245 0.334
H 1.501055 1.620273 0.955778 0.134 0.301 -0.433
H 3.023695 3.086963 2.500948 0.165 -0.415 -0.080
H 2.508685 3.706903 0.871148 0.893 -0.018 0.095
H 2.988695 6.080863 1.288558 -0.103 -0.873 -0.580
H 2.297085 6.816793 2.522908 -0.423 -0.289 0.879
H 4.349885 6.611303 3.322398 0.022 0.252 0.412
H 3.699745 5.173233 4.052898 0.528 -0.224 0.056
H 4.890405 5.199223 2.668418 -0.601 -0.881 -0.385
H 1.914005 4.179783 4.385928 -0.003 -0.038 0.601
H 0.284475 3.920713 3.795728 0.286 -0.374 -0.659
H -0.555565 6.075643 4.269498 -0.030 -0.496 -0.080
H 0.958225 6.860733 4.174908 0.362 -0.173 -0.103
H 0.665835 5.823693 5.540228 -0.178 -0.084 0.024
C -0.143755 -5.130777 1.079208 0.080 -0.469 -0.911
C 0.933595 -4.658787 0.207818 2.552 2.187 -1.895
N 1.772665 -4.194597 -0.483542 -2.655 -1.648 2.140
H -0.994855 -4.449797 1.076778 0.371 0.221 0.341
H 0.242755 -5.358617 2.072588 -0.297 0.023 -0.135
H -0.517285 -6.015487 0.563578 -0.048 -0.407 0.493
C 0.160135 -0.757077 -0.652952 -0.623 0.055 0.645
C 0.038015 -1.446517 0.662828 -0.386 -1.315 1.058
N -0.082765 -2.017847 1.678728 0.278 1.511 -2.246
H 0.387825 -1.390927 -1.509982 0.821 -0.259 0.520
H 0.821615 0.095873 -0.501242 0.086 -0.164 -0.491
H -0.812235 -0.389857 -0.981202 -0.252 0.254 0.546
C 1.705375 -1.076417 -5.397192 1.406 0.371 0.902
S 0.863205 0.429743 -4.758082 0.223 1.339 0.050
O 1.240045 0.659413 -3.312812 -0.194 -0.934 -0.929
C 1.877415 1.715293 -5.653362 -0.977 -0.066 -0.647
H 1.391575 -2.053557 -5.030002 -0.805 0.411 0.222
H 2.648055 -0.894957 -4.880932 0.511 -0.332 -0.266
H 1.895285 -1.164787 -6.466872 -0.339 0.559 -0.007
H 1.560265 2.715813 -5.359312 -0.073 -0.238 0.971
H 1.522045 1.766533 -6.682522 0.328 -0.692 -0.365
H 2.963835 1.655553 -5.588442 -0.160 -0.456 0.168
C 4.676085 -1.381567 1.197088 0.294 -0.513 0.474
S 5.408855 -0.981837 -0.473552 0.199 0.413 1.220
O 6.321135 -2.054667 -0.991802 -0.936 0.328 0.595
C 3.848135 -1.186317 -1.315612 0.416 -0.829 -0.420
H 4.112685 -2.312367 1.262598 -0.029 -0.184 -0.701
H 3.997805 -0.610037 1.561478 0.044 0.405 -0.541
H 5.419515 -1.489707 1.986848 0.511 0.235 -0.368
H 3.566145 -2.202197 -1.038902 -0.458 0.000 -0.291
H 4.176705 -1.170747 -2.354802 -0.431 0.066 -0.138
H 3.060255 -0.459257 -1.118812 0.342 0.071 0.114
C -1.393615 -3.761787 4.480878 -0.002 -0.411 0.508
S -2.622565 -5.123277 4.662468 1.944 -0.988 -2.122
O -2.581165 -5.805707 3.281758 -0.627 1.015 1.398
C -1.627475 -6.352897 5.591198 -0.465 0.493 0.166
H -1.775445 -3.079837 3.721118 -0.046 0.002 0.206
H -0.412015 -4.118197 4.168578 -0.241 -0.411 -0.270
H -1.210785 -3.278657 5.440698 -0.422 0.237 0.031
H -0.781645 -6.661367 4.976778 -0.167 0.170 -0.124
H -2.347175 -7.166517 5.681458 0.240 -0.129 0.130
H -1.290585 -6.021547 6.573448 -0.150 0.085 0.007
C -1.956925 2.198263 -2.188592 -0.365 0.481 -0.255
S -1.974725 3.925933 -1.579592 1.507 0.665 -0.170
O -0.574315 4.294123 -1.077672 -1.867 -0.848 -0.628
C -2.096055 4.743643 -3.221902 -0.244 0.770 0.508
H -2.621145 2.115053 -3.048812 0.358 0.355 -0.388
H -2.442825 1.488093 -1.519522 0.662 0.192 0.653
H -0.908185 2.018723 -2.425272 -0.087 -0.483 -0.034
H -3.007085 4.465423 -3.751742 0.219 -0.387 -0.095
H -1.178595 4.737693 -3.810392 -0.003 -0.812 0.052
H -2.216475 5.806073 -3.010142 -0.101 0.054 0.382
```
Forces are in eV/Å.

Calculated values
- HOMO (eV) = -7.88
- E_tot (a.u.) = -3062.8783
- HOMO-LUMO gap (eV) = 8.15
- spin multiplicity = 1
- net charge = 0

Charge distribution, Löwdin scheme, values in e: C -0.06; C -0.24; N -0.20; C -0.22; C -0.06; C -0.23; C -0.10; H 0.05; H 0.07; H 0.04; H 0.11; H 0.11; H 0.10; H 0.11; H 0.06; H 0.06; H 0.02; H 0.09; H 0.11; H 0.06; H 0.07; H 0.07; C -0.10; C -0.24; N -0.17; C -0.28; C -0.10; C -0.22; C -0.06; H 0.07; H 0.07; H 0.05; H 0.11; H 0.12; H 0.11; H 0.10; H 0.07; H 0.07; H 0.07; H 0.09; H 0.10; H 0.06; H 0.05; H 0.06; C -0.10; C -0.28; N 0.14; H 0.05; H 0.08; H 0.08; C -0.06; C -0.24; N 0.15; H 0.07; H 0.05; H 0.05; C -0.25; S 0.82; O -0.58; C -0.24; H 0.05; H 0.03; H 0.06; H 0.04; H 0.04; H 0.06; C -0.25; S 0.81; O -0.56; C -0.28; H 0.04; H 0.04; H 0.04; H 0.02; H 0.04; H 0.04; C -0.27; S 0.85; O -0.60; C -0.26; H 0.03; H 0.04; H 0.05; H 0.05; H 0.04; H 0.05; C -0.26; S 0.85; O -0.57; C -0.26; H 0.03; H 0.02; H 0.04; H 0.05; H 0.06; H 0.04

***

Density functional theory data (wB97M-V/def2-TZVPD) for a 2-piece molecular cluster, C4H11N2O3 overall.

```
20
Properties=species:S:1:pos:R:3:forces:R:3
N -1.527201 -1.790039 1.026444 0.011 -0.240 -0.395
C -0.924326 -1.790330 -0.318633 -0.628 0.822 0.019
C 0.341618 -0.951880 -0.465216 -0.616 0.634 -0.536
N -0.062769 0.499483 -0.460280 0.303 -1.158 0.676
C 0.968510 1.251052 0.260243 -0.473 0.044 0.700
C 1.055760 0.939989 1.828541 1.426 0.818 -1.781
O 2.135379 1.359889 2.289714 -0.300 -0.229 0.639
O 0.081667 0.382542 2.340188 -0.717 -0.359 0.567
H -1.005624 -2.489604 1.521361 0.082 -0.207 0.636
H -1.351409 -0.923686 1.540178 0.257 -0.032 -0.237
H -0.830009 -2.833357 -0.615486 0.299 -0.012 -0.158
H -1.638204 -1.319526 -1.008658 -0.072 -0.265 -0.062
H 1.054084 -1.190169 0.325946 0.100 0.081 0.047
H 0.790950 -1.089667 -1.451549 0.240 -0.466 0.070
H -0.891849 0.508519 0.134084 0.146 0.376 0.006
H 0.775926 2.331223 0.231427 -0.070 -0.046 -0.245
H 1.929661 1.074094 -0.220163 0.088 0.010 0.130
H -0.355523 1.269515 -2.403561 -0.263 0.070 -0.107
H -0.108397 2.564449 -1.857552 -0.210 0.281 -0.491
O -0.438237 2.197502 -2.697035 0.399 -0.123 0.522
```
Forces are in eV/Å.

Calculated values
- HOMO (eV) = -4.28
- E_tot (a.u.) = -494.3089
- HOMO-LUMO gap (eV) = 8.05
- relative energy (zero: lowest compared OMol25 entry of this formula, charge and spin) (kcal/mol) = 6.72
- spin multiplicity = 1
- net charge = -1

Charge distribution, natural (NBO) scheme, values in e: N -0.86; C -0.23; C -0.24; N -0.67; C -0.37; C 0.76; O -0.77; O -0.79; H 0.34; H 0.40; H 0.18; H 0.17; H 0.19; H 0.17; H 0.36; H 0.18; H 0.19; H 0.49; H 0.47; O -0.97

***

Density functional theory data (wB97M-V/def2-TZVPD) for one molecule with the formula C4H7NOS.

```
14
Properties=species:S:1:pos:R:3:forces:R:3
C 1.399242 1.145462 0.544548 -3.356 -2.522 -0.926
S 2.723715 0.021115 0.296811 0.538 0.246 1.504
O 3.348524 0.281644 -0.998898 0.129 0.254 -0.996
C 1.753391 -1.419332 0.230556 -0.572 -0.365 -0.494
C 0.410298 -1.324113 0.128022 -0.621 -0.227 -0.019
N -0.283119 -0.232610 0.426719 2.791 3.009 1.634
C -1.343321 0.420047 -0.305581 1.903 1.786 -0.441
H 1.103156 1.746685 -0.285137 0.444 0.138 -1.138
H 1.037862 1.674502 1.388529 0.567 -0.208 1.528
H 2.253169 -2.350782 0.018992 0.315 0.032 0.287
H -0.200895 -2.206450 -0.098229 0.288 0.058 -0.238
H -0.982231 0.306433 -1.387586 -1.781 0.433 0.983
H -2.307220 0.026121 0.048205 0.094 0.207 -0.789
H -1.236844 1.589696 0.006521 -0.739 -2.841 -0.897
```
Forces are in eV/Å.

Calculated values
- HOMO (eV) = -8.57
- E_tot (a.u.) = -684.6148
- structure (SMILES) = C=S(=O)=C/C=N/C
- HOMO-LUMO gap (eV) = 8.18
- relative energy (zero: lowest compared OMol25 entry of this formula, charge and spin) (kcal/mol) = 120.64
- spin multiplicity = 1
- net charge = 0

Charge distribution, natural (NBO) scheme, values in e: C -0.47; S 1.30; O -0.97; C -0.61; C 0.04; N -0.40; C -0.44; H 0.22; H 0.23; H 0.24; H 0.22; H 0.20; H 0.22; H 0.21

***

Density functional theory data (wB97M-V/def2-TZVPD) for C2H9BNO2 as an isolated structure.

```
15
Properties=species:S:1:pos:R:3:forces:R:3
B 0.913723 1.257211 -1.026907 0.818 -4.762 1.220
C -1.301893 -0.462338 0.340216 0.996 0.914 -1.015
C 1.153810 -0.601766 -0.185169 -0.560 6.379 1.400
N 0.034039 -0.664961 0.868930 2.231 -0.661 0.083
O 0.999467 1.026682 -2.309314 -0.767 2.261 -3.499
O 0.628996 2.202162 -0.185429 -0.814 2.925 1.188
H -1.385417 -1.180011 -0.444532 -1.085 -0.480 -0.276
H -1.993448 -0.323506 1.104000 -1.489 -1.312 1.518
H -1.375638 0.529393 -0.024956 0.468 0.950 -1.201
H 2.160214 -0.701502 0.209514 -0.335 -0.343 0.340
H 0.868971 -1.225200 -0.903158 -0.674 -2.777 -3.073
H 0.281263 0.104196 1.505850 -0.220 -0.967 0.546
H 0.060583 -1.648307 1.218977 0.161 1.313 0.783
H 0.744466 1.765508 -2.989574 0.835 -1.890 1.861
H 0.416369 3.150779 -0.414350 0.435 -1.551 0.125
```
Forces are in eV/Å.

Calculated values
- HOMO (eV) = -14.40
- E_tot (a.u.) = -311.4754
- HOMO-LUMO gap (eV) = 11.14
- relative energy (zero: lowest compared OMol25 entry of this formula, charge and spin) (kcal/mol) = 54.80
- spin multiplicity = 1
- net charge = +1

Charge distribution, natural (NBO) scheme, values in e: B 1.13; C -0.42; C -0.48; N -0.51; O -0.89; O -0.92; H 0.23; H 0.24; H 0.22; H 0.24; H 0.20; H 0.45; H 0.44; H 0.53; H 0.54

***

Density functional theory data (wB97M-V/def2-TZVPD) for an isolated ion of composition C5H8N3O and charge +1.

```
17
Properties=species:S:1:pos:R:3:forces:R:3
C -1.019019 1.009218 -1.255017 0.010 -0.208 -0.288
C -1.056186 -0.300019 -0.697421 0.141 -0.288 0.491
C 0.564871 1.520737 0.333757 -1.169 -3.639 2.396
C 0.848974 -1.104382 0.824117 0.584 -0.220 0.107
C 1.705081 -0.013181 1.547655 -0.351 -0.997 0.750
N -0.369908 -0.537820 0.404762 0.707 3.396 -0.202
N -0.103602 1.862107 -0.727497 -0.163 0.430 -1.266
N -1.914799 -1.210464 -1.180879 -0.112 0.033 -0.261
O 1.729053 1.106408 0.657463 0.080 1.147 -1.609
H -1.738142 1.380958 -1.962546 -0.040 0.252 -0.003
H 1.422623 -1.508829 -0.019281 -0.054 -0.002 0.088
H 0.669450 -1.896831 1.556923 0.214 0.011 -0.019
H 1.233794 0.261925 2.496967 0.055 0.097 -0.221
H 2.738558 -0.322519 1.699786 -0.126 0.128 -0.063
H -0.114840 2.825817 -1.071689 0.194 -0.142 0.103
H -2.603376 -0.963551 -1.872223 0.037 -0.076 -0.002
H -1.992531 -2.109575 -0.734878 -0.005 0.077 -0.001
```
Forces are in eV/Å.

Calculated values
- HOMO (alpha / beta) (eV) = -12.58 / -12.54
- E_tot (a.u.) = -434.4275
- HOMO-LUMO gap (alpha / beta) (eV) = 7.52 / 7.87
- relative energy (zero: lowest compared OMol25 entry of this formula, charge and spin) (kcal/mol) = 105.78
- spin multiplicity = 1
- net charge = +1

Charge distribution, natural (NBO) scheme, values in e: C -0.11; C 0.42; C 0.68; C -0.25; C -0.06; N -0.48; N -0.49; N -0.74; O -0.42; H 0.24; H 0.22; H 0.24; H 0.21; H 0.24; H 0.47; H 0.41; H 0.42